Below is a molecular structure, C37H41BF2N10O7Ru at a distorted geometry, with properties calculated with wB97M-V/def2-TZVPD.

Atoms and positions in Å:
Ru 2.15431 -0.49030 0.20342
C 2.10871 2.95229 7.03862
C 2.86961 3.54100 5.86149
N 2.45737 2.95673 4.58145
C 3.18938 1.94575 4.06713
C 2.91026 1.27203 2.91863
C 3.90641 0.19746 2.51757
O 4.83424 -0.02171 3.27234
O 3.73247 -0.35674 1.37278
C 1.75400 1.64022 2.18335
O 1.37625 1.13613 1.10251
C 0.93469 2.71073 2.74652
C -0.23265 3.09550 2.08437
C -1.00866 4.09389 2.59507
F -2.16196 4.41099 1.96666
C -0.65481 4.78142 3.76412
C 0.49877 4.39587 4.42183
C 1.29989 3.35339 3.93584
N -1.41187 5.86330 4.28594
C -2.36028 6.58641 3.44927
C -2.73817 7.88565 4.18645
N -1.65300 8.17825 5.18109
C -1.68398 7.17175 6.30095
C -1.88253 5.78840 5.65978
H 2.44119 3.41202 7.96930
H 2.28533 1.87921 7.10713
H 1.03317 3.10710 6.93983
H 3.93610 3.35107 5.96096
H 2.75697 4.62387 5.80371
H 4.07931 1.65492 4.61290
H -0.52135 2.58461 1.17440
H 0.79172 4.93294 5.31281
H -3.27707 6.02753 3.24499
H -1.88939 6.81830 2.49603
H -3.65998 7.79123 4.75696
H -2.83000 8.73066 3.50899
H -1.70874 9.13076 5.53819
H -0.75871 8.06127 4.69806
H -2.49889 7.44573 6.96793
H -0.73833 7.25812 6.83246
H -2.93989 5.49875 5.69775
H -1.32581 5.04141 6.21763
C -1.20157 -7.21941 -1.31264
C -1.75551 -5.81699 -1.12276
N -0.69590 -4.80441 -1.09953
C -0.30107 -4.29958 0.08248
C 0.68795 -3.37208 0.25787
C 0.79647 -2.76154 1.64752
O 0.39850 -3.41725 2.59421
O 1.20192 -1.53824 1.71336
C 1.45268 -3.00684 -0.87864
O 2.38266 -2.16101 -0.91113
C 1.06685 -3.58071 -2.15521
C 1.75262 -3.16399 -3.29866
C 1.27988 -3.51467 -4.52395
F 1.94923 -3.11783 -5.62102
C 0.07126 -4.20891 -4.67029
C -0.55467 -4.69901 -3.53916
C -0.05312 -4.40680 -2.26554
N -0.60141 -4.29552 -5.91387
C -0.29212 -3.34493 -6.97635
C -1.45791 -3.38200 -7.97920
N -2.64379 -3.95823 -7.26348
C -2.43103 -5.42327 -6.98979
C -0.99931 -5.58448 -6.44368
H -2.01356 -7.94649 -1.31787
H -0.51949 -7.47395 -0.50163
H -0.65475 -7.30564 -2.25247
H -2.28997 -5.73343 -0.17900
H -2.47087 -5.55801 -1.90280
H -0.85149 -4.62710 0.95593
H 2.62339 -2.52807 -3.20442
H -1.49671 -5.21737 -3.65258
H 0.63460 -3.57101 -7.50919
H -0.20086 -2.35289 -6.53683
H -1.26681 -4.03251 -8.83095
H -1.71701 -2.39064 -8.34203
H -3.51061 -3.80037 -7.77362
H -2.70303 -3.48613 -6.35566
H -2.59370 -5.96079 -7.92193
H -3.18670 -5.72084 -6.26532
H -0.31663 -5.92131 -7.23365
H -0.99147 -6.33955 -5.66232
B 4.57504 1.29085 -3.44894
C 3.76510 0.81856 -2.17573
N 3.16539 0.48600 -1.24886
H 4.06196 2.31834 -3.83764
H 4.47000 0.39851 -4.26784
H 5.72430 1.45102 -3.10333
N -1.18889 -0.40820 0.48322
C -0.73799 -0.44714 -0.78729
O 0.49969 -0.30140 -1.06250
C -1.71418 -0.63870 -1.80802
C -1.41822 -0.70121 -3.18560
N -1.27389 -0.72287 -4.33252
C -3.04590 -0.91937 -1.42889
N -4.12094 -1.18080 -1.09035
H -2.17423 -0.47511 0.66946
H -0.52829 -0.36258 1.24346

Output
<S²> = 0.754
total charge = +1
LUMO level (spin up / spin down) = -3.1 / -3.1 eV
HOMO level (spin up / spin down) = -9.0 / -9.0 eV
DFT total energy = -76955.115 eV
2S+1 = 2
Kohn-Sham gap (spin up / spin down) = 5.836 / 5.844 eV

***

Below is a molecular structure, C37H41BHfN13OS3 at a distorted geometry, with properties calculated with wB97M-V/def2-TZVPD.

Atoms and positions in Å:
Hf -0.07883 0.40692 0.26694
C 2.71508 3.22610 1.97236
C 2.27792 1.91937 1.91130
N 1.54418 1.72031 0.78986
N 1.49999 2.92311 0.14046
C 2.19427 3.82697 0.82979
B 0.82254 3.13188 -1.27289
N -0.71170 3.10403 -1.06245
C -1.67650 3.85998 -1.59765
C -2.89674 3.45469 -1.07826
C -2.58549 2.41047 -0.22646
N -1.25892 2.18614 -0.21973
N 1.16540 1.87737 -2.12410
C 1.79914 1.75937 -3.29555
C 1.75383 0.43028 -3.69810
C 1.06471 -0.22344 -2.69719
N 0.70068 0.64882 -1.73206
N 1.30110 4.42586 -1.83999
C 0.84590 5.69955 -1.60397
C 1.73120 6.57246 -2.16253
C 2.74279 5.74742 -2.70954
N 2.48793 4.47524 -2.50041
H 3.32021 3.69107 2.73221
H 2.44389 1.11673 2.61524
H 2.28436 4.84833 0.49142
H -1.45604 4.62937 -2.31945
H -3.86624 3.87185 -1.29129
H -3.25232 1.83222 0.39320
H 2.24987 2.61686 -3.76415
H 2.15687 0.01247 -4.60453
H 0.79942 -1.26638 -2.63201
H -0.06237 5.90224 -1.05887
H 1.69078 7.64838 -2.15696
H 3.63392 6.05130 -3.23437
C -3.98065 1.52999 4.14606
C -2.65983 2.05493 3.56555
C -1.62518 0.99650 3.43015
N -1.01559 0.69252 2.32870
N -0.06672 -0.30344 2.45401
C 0.02988 -0.75830 3.68343
N 0.89617 -1.68120 4.07906
S -1.07927 0.03672 4.76651
H -4.69479 2.34690 4.22160
H -3.84404 1.12006 5.14734
H -4.41362 0.75692 3.50936
H -2.26670 2.83022 4.22978
H -2.81419 2.51641 2.59189
H 1.40080 -2.22847 3.40105
H 0.90200 -2.00755 5.03195
O -1.67003 -0.75943 -0.20762
S -3.00284 -1.15649 0.52766
C -3.06067 -2.97006 0.46546
C -2.27420 -3.64488 1.55707
C -2.63362 -3.46540 2.89437
C -2.04493 -4.23121 3.88700
C -1.07798 -5.17430 3.55642
C -0.69497 -5.33425 2.23280
C -1.28895 -4.57032 1.23602
C -4.31558 -0.79080 -0.70603
C -4.36733 -1.68987 -1.89898
C -5.44266 -2.56233 -2.05407
C -5.55811 -3.32711 -3.20401
C -4.58969 -3.23829 -4.19512
C -3.50913 -2.37566 -4.04059
C -3.39408 -1.60507 -2.89741
H -2.73632 -3.25623 -0.53540
H -4.12200 -3.21027 0.57419
H -3.43553 -2.77936 3.15053
H -2.37101 -4.12771 4.91520
H -0.65554 -5.81205 4.32287
H 0.03102 -6.09305 1.96894
H -1.03324 -4.74578 0.19744
H -4.13125 0.24590 -0.99204
H -5.23933 -0.84223 -0.12429
H -6.20737 -2.62035 -1.28716
H -6.40479 -3.98703 -3.33472
H -4.67841 -3.83936 -5.08968
H -2.76972 -2.30029 -4.82693
H -2.56222 -0.91842 -2.78060
N 3.44277 -3.24433 -0.23033
C 2.86152 -2.06217 -0.17911
S 1.17993 -1.99382 0.14418
N 3.58374 -0.91508 -0.37549
C 4.94311 -0.76511 -0.63402
C 5.58197 0.36731 -0.05736
C 6.92003 0.56177 -0.25270
C 7.64675 -0.34766 -1.04965
C 6.99849 -1.44310 -1.66838
C 5.65968 -1.65185 -1.47456
H 2.89469 -4.08081 -0.08749
H 4.44210 -3.34808 -0.30368
H 3.08174 -0.04572 -0.21661
H 5.00906 1.04627 0.56223
H 7.42175 1.40305 0.20661
H 8.70838 -0.19293 -1.20534
H 7.55824 -2.10628 -2.31577
H 5.15740 -2.43937 -2.02053

Output
<S²> = 0.768
total charge = +4
LUMO level (spin up / spin down) = -10.6 / -14.2 eV
HOMO level (spin up / spin down) = -17.4 / -17.4 eV
DFT total energy = -94912.161 eV
2S+1 = 2
Kohn-Sham gap (spin up / spin down) = 6.739 / 3.162 eV

***

ΔE to the lowest compared entry with this formula, charge and spin, record by record: 99.7, 53.6 kJ/mol